DFT (ωB97M-V/def2-TZVPD) results for a molecular structure, C53H57N2O9P2Tl.

```
124
Properties=species:S:1:pos:R:3:forces:R:3
Tl 1.823 0.042 -0.305 0.03 0.04 -0.14
C -1.891 -2.443 3.133 0.00 0.02 -0.04
N -1.140 -1.720 2.111 0.02 -0.06 -0.07
P -0.700 -0.080 2.366 -0.04 0.00 -0.08
C 0.474 -0.144 3.757 0.04 0.00 -0.02
C 1.132 -1.313 4.125 -0.07 0.00 0.11
C 2.143 -1.281 5.078 -0.06 0.04 0.13
C 2.505 -0.078 5.666 -0.05 0.00 -0.05
C 1.870 1.099 5.283 -0.01 -0.02 -0.03
C 0.868 1.068 4.326 -0.02 0.05 0.02
C -2.227 0.597 3.154 0.00 -0.02 -0.08
C -2.444 0.757 4.520 -0.02 -0.05 0.04
C -3.654 1.253 4.991 0.02 -0.01 -0.03
C -4.667 1.589 4.103 0.05 -0.02 -0.04
C -4.463 1.432 2.738 0.01 0.02 0.05
C -3.248 0.953 2.271 -0.02 -0.01 -0.02
P -1.091 -2.189 0.450 -0.05 -0.07 0.24
C -2.882 -2.264 -0.010 0.02 0.02 0.01
C -3.334 -1.288 -0.898 0.01 0.12 0.12
C -4.681 -1.192 -1.226 -0.03 -0.05 0.04
C -5.595 -2.079 -0.675 0.07 0.00 0.00
C -5.155 -3.069 0.198 0.02 0.01 -0.01
C -3.809 -3.163 0.522 -0.02 0.03 0.00
C -0.689 -3.978 0.552 -0.03 0.07 0.00
C -1.150 -4.862 -0.425 -0.02 0.03 -0.02
C -0.741 -6.188 -0.430 0.01 0.02 0.03
C 0.135 -6.652 0.542 -0.02 0.04 -0.01
C 0.616 -5.776 1.506 0.00 0.03 -0.03
C 0.216 -4.447 1.504 0.00 0.01 0.01
H -1.536 -2.149 4.122 0.01 -0.01 0.01
H -1.742 -3.519 3.025 0.00 0.00 -0.02
H -2.962 -2.227 3.078 -0.02 0.02 -0.01
H 0.883 -2.249 3.640 0.02 0.08 0.05
H 2.671 -2.195 5.319 -0.06 0.09 0.01
H 3.307 -0.050 6.394 -0.01 0.00 0.00
H 2.173 2.050 5.704 0.00 0.00 0.00
H 0.413 1.997 3.996 0.00 0.05 0.00
H -1.667 0.490 5.225 0.04 0.02 -0.02
H -3.806 1.373 6.057 0.01 0.01 -0.01
H -5.609 1.978 4.472 0.01 -0.01 0.00
H -5.241 1.700 2.033 0.02 -0.01 0.01
H -3.090 0.859 1.202 0.02 0.01 -0.01
H -2.621 -0.597 -1.341 -0.10 -0.02 0.10
H -5.013 -0.428 -1.919 0.02 0.00 0.00
H -6.645 -2.008 -0.931 0.00 0.00 0.01
H -5.863 -3.769 0.626 0.00 0.00 -0.01
H -3.478 -3.949 1.190 0.03 0.00 0.00
H -1.818 -4.506 -1.202 -0.01 -0.01 0.03
H -1.101 -6.857 -1.203 0.00 0.01 0.01
H 0.457 -7.686 0.536 0.00 0.01 0.00
H 1.328 -6.115 2.249 -0.01 0.00 0.00
H 0.637 -3.758 2.224 0.00 -0.04 -0.04
O 3.666 -2.893 3.245 0.20 -0.11 -0.13
C 3.374 -2.351 2.205 -0.52 -0.25 0.22
O 2.412 -2.201 1.473 0.23 0.01 -0.08
C 4.849 -1.416 1.545 0.37 0.29 -0.57
O 5.757 -2.186 1.353 -0.11 -0.05 0.15
O 4.525 -0.256 1.421 -0.08 -0.09 0.18
O 2.029 1.647 -2.804 0.05 -0.13 0.02
H 1.671 0.748 -2.972 0.02 0.02 0.04
H 1.350 2.140 -2.326 0.00 0.07 0.01
O -1.154 1.155 -0.966 0.16 0.40 0.29
H -1.207 0.618 -0.164 0.03 -0.06 -0.04
H -0.552 1.896 -0.651 -0.07 -0.09 -0.18
C 0.710 6.973 0.633 0.12 0.09 0.01
O -0.352 6.404 -0.104 -0.06 0.32 -0.21
C -0.028 5.751 -1.260 0.13 0.01 0.05
C 1.043 6.114 -2.062 -0.07 -0.05 -0.10
C 1.301 5.445 -3.256 -0.03 0.06 0.10
C 0.477 4.403 -3.642 -0.08 -0.05 0.00
C -0.573 4.014 -2.820 -0.04 0.05 -0.06
C -0.836 4.659 -1.614 0.10 -0.10 -0.06
N -1.883 4.221 -0.806 0.09 -0.05 0.12
C -1.830 4.171 0.597 0.02 -0.18 -0.04
C -0.659 4.129 1.389 -0.06 0.06 0.12
C -0.723 4.714 2.678 0.02 -0.10 0.01
C 0.392 4.903 3.473 -0.03 -0.10 -0.01
C 1.638 4.483 2.992 -0.02 -0.09 0.00
C 1.735 3.841 1.770 0.00 -0.10 0.07
C 0.609 3.580 0.944 0.17 -0.10 0.03
O 0.735 2.874 -0.126 -0.29 -0.12 -0.02
H 0.304 7.226 1.610 0.01 -0.02 -0.02
H 1.098 7.881 0.158 -0.02 0.04 -0.03
H 1.523 6.254 0.763 -0.06 0.04 -0.01
H 1.687 6.928 -1.758 0.00 0.03 0.04
H 2.153 5.730 -3.860 -0.01 -0.01 0.01
H 0.680 3.846 -4.548 0.00 0.01 0.04
H -1.172 3.147 -3.080 0.02 -0.03 -0.01
H -2.397 3.462 -1.230 -0.07 -0.04 -0.02
H -2.781 4.349 1.091 0.01 -0.02 -0.01
H -1.692 5.073 3.014 0.01 0.01 0.00
H 0.304 5.375 4.445 -0.01 0.00 -0.01
H 2.529 4.634 3.592 0.01 -0.01 -0.02
H 2.688 3.463 1.415 0.00 0.01 0.01
C -1.412 -2.216 -3.321 -0.01 0.04 -0.08
C -0.809 -1.391 -4.466 0.09 -0.02 0.14
C -0.932 0.106 -4.161 0.09 -0.02 -0.04
C 0.599 -1.876 -4.769 -0.11 -0.03 -0.20
C 0.821 -2.550 -5.963 0.04 0.07 0.01
C 2.050 -3.122 -6.272 0.00 0.06 0.10
C 3.062 -3.026 -5.324 -0.05 0.03 0.00
C 2.892 -2.366 -4.112 0.04 -0.01 -0.04
C 4.035 -2.399 -3.114 -0.09 0.05 0.06
C 3.636 -3.129 -1.826 0.05 0.05 -0.02
C 4.636 -1.019 -2.831 -0.04 -0.02 0.02
C 1.645 -1.734 -3.812 -0.12 -0.11 0.16
O 1.426 -1.089 -2.699 0.24 0.12 0.00
H -2.456 -1.940 -3.132 0.15 -0.07 -0.14
H -0.831 -2.035 -2.412 -0.03 -0.01 -0.05
H -1.370 -3.284 -3.550 -0.01 0.00 -0.02
H -1.397 -1.589 -5.369 -0.05 -0.04 -0.04
H -0.488 0.344 -3.195 -0.10 -0.03 -0.08
H -1.989 0.399 -4.131 0.03 -0.01 0.01
H -0.433 0.705 -4.928 -0.01 -0.01 0.00
H -0.001 -2.633 -6.671 -0.01 -0.01 0.01
H 2.208 -3.639 -7.211 0.00 0.00 0.00
H 4.025 -3.490 -5.523 0.00 0.00 0.01
H 4.827 -2.992 -3.583 0.04 -0.05 -0.03
H 2.802 -2.627 -1.339 -0.01 -0.01 0.02
H 4.474 -3.173 -1.125 -0.01 0.02 0.02
H 3.321 -4.152 -2.050 -0.01 0.02 0.00
H 3.895 -0.342 -2.412 -0.06 0.04 0.03
H 4.999 -0.560 -3.753 0.01 -0.02 0.01
H 5.468 -1.098 -2.125 -0.03 0.00 -0.02
```
Positions in Å, forces in eV/Å.

* energy above the lowest of the compared OMol25 structures with the same formula, charge and spin: 0.0 kcal per mole
* LUMO level (spin up / spin down): 3.9 / 3.9 eV
* total charge: -2
* energy: -3695.8140 Eh
* orbital gap (spin up / spin down): 6.071 / 5.023 eV

Mulliken atomic charge list, values in e, 5 entries: 1.904, -1.434, 1.138, 0.525, 0.886